[1]
A structure of composition C22H32I2IrN2OSb. Source: OMol25; level of theory: ωB97M-V with the def2-TZVPD basis set.

Positions of all 61 atoms, in Å:
Ir (-0.57, 0.16, -1.29)
I (4.04, -5.46, -3.94)
C (2.67, -4.28, -3.06)
C (1.39, -4.79, -2.72)
C (0.46, -3.98, -2.13)
I (-1.41, -4.70, -1.65)
C (0.77, -2.60, -1.85)
O (-0.12, -1.87, -1.26)
C (2.06, -2.08, -2.20)
C (2.43, -0.65, -1.92)
N (1.38, 0.28, -2.38)
C (1.75, 1.72, -2.39)
C (0.52, 2.56, -2.66)
C (0.61, 3.80, -3.28)
C (-0.54, 4.53, -3.48)
C (-1.76, 4.01, -3.08)
C (-1.79, 2.77, -2.48)
N (-0.67, 2.06, -2.26)
C (2.97, -2.92, -2.80)
H (1.16, -5.82, -2.95)
H (3.37, -0.41, -2.43)
H (2.58, -0.46, -0.85)
H (1.12, 0.03, -3.34)
H (2.52, 1.91, -3.14)
H (2.18, 1.96, -1.41)
H (1.57, 4.17, -3.60)
H (-0.49, 5.50, -3.96)
H (-2.69, 4.55, -3.24)
H (-2.72, 2.31, -2.17)
H (3.95, -2.54, -3.08)
C (-2.22, -2.58, 2.07)
C (-0.97, -1.95, 2.55)
C (0.34, -2.53, 2.14)
Sb (-0.84, 0.19, 1.37)
C (-2.78, 0.91, 2.05)
C (-2.91, 0.97, 3.56)
C (-2.92, 2.28, 1.39)
C (0.68, 1.13, 2.58)
C (0.82, 0.58, 3.99)
C (2.01, 1.17, 1.84)
H (-2.25, -3.58, 2.53)
H (-2.23, -2.75, 0.99)
H (-3.12, -2.06, 2.40)
H (-1.00, -1.50, 3.54)
H (0.37, -2.79, 1.09)
H (0.42, -3.48, 2.70)
H (1.20, -1.93, 2.43)
H (-3.49, 0.20, 1.61)
H (-2.22, 1.68, 3.99)
H (-2.77, 0.00, 4.03)
H (-3.92, 1.30, 3.81)
H (-2.21, 3.00, 1.79)
H (-3.92, 2.67, 1.61)
H (-2.82, 2.25, 0.31)
H (0.25, 2.14, 2.62)
H (1.24, -0.43, 3.99)
H (-0.12, 0.57, 4.54)
H (1.52, 1.21, 4.54)
H (2.45, 0.18, 1.74)
H (2.72, 1.78, 2.40)
H (1.91, 1.61, 0.84)

Values from the calculation:
E, a.u.: -1981.0815
Spin multiplicity: 6
E_HOMO (spin up / spin down), eV: -16.4 / -16.6
Energy relative to the best compared isomer or geometry (same formula, charge and spin), kcal per mole: 3.7
M, g mol⁻¹: 908.3
Net charge: +3
F_max, eV/Å: 0.3
LUMO energy (spin up / spin down), Ha: -0.3153 / -0.4394

natural (NBO) atomic charge list, values in e, 8 entries:
1 Ir 1.065
2 I 0.557
3 C -0.157
4 C -0.231
5 C -0.235
6 I 0.314
7 C 0.478
8 O -0.724

=====

[2]
The molecule C22H32N2O2. Source: OMol25; level of theory: ωB97M-V with the def2-TZVPD basis set.

Positions of all 58 atoms, in Å:
C (-1.32, -0.11, 3.29)
C (-0.88, 0.43, 1.94)
C (-1.47, -0.37, 0.77)
C (-2.96, -0.19, 0.63)
C (-3.47, 0.97, 0.06)
C (-4.84, 1.16, -0.05)
C (-5.71, 0.18, 0.39)
C (-5.21, -0.99, 0.96)
C (-3.84, -1.17, 1.09)
C (-6.33, -1.88, 1.43)
C (-7.60, -1.25, 0.82)
C (-7.22, 0.19, 0.41)
N (0.56, 0.44, 1.88)
C (1.28, 1.19, 1.01)
O (0.76, 1.93, 0.18)
C (2.80, 0.99, 1.09)
O (3.19, 0.90, 2.45)
C (3.26, -0.20, 0.24)
C (3.86, 0.78, -0.80)
C (5.34, 0.55, -1.11)
C (5.55, -0.64, -2.04)
C (4.75, -0.51, -3.33)
N (4.94, -1.61, -4.26)
C (3.27, -0.31, -3.01)
C (3.04, 0.88, -2.08)
C (3.59, 1.94, 0.19)
H (-2.41, -0.12, 3.36)
H (-0.97, -1.13, 3.44)
H (-0.95, 0.52, 4.10)
H (-1.23, 1.46, 1.85)
H (-1.00, -0.04, -0.16)
H (-1.22, -1.43, 0.88)
H (-2.79, 1.73, -0.30)
H (-5.22, 2.08, -0.50)
H (-3.45, -2.08, 1.55)
H (-6.20, -2.92, 1.11)
H (-6.39, -1.88, 2.52)
H (-7.89, -1.81, -0.07)
H (-8.44, -1.28, 1.50)
H (-7.59, 0.91, 1.15)
H (-7.66, 0.46, -0.55)
H (1.09, -0.07, 2.57)
H (3.19, 1.79, 2.82)
H (4.01, -0.81, 0.76)
H (2.47, -0.86, -0.13)
H (5.75, 1.46, -1.57)
H (5.89, 0.41, -0.18)
H (6.62, -0.74, -2.27)
H (5.25, -1.56, -1.52)
H (5.09, 0.41, -3.82)
H (5.91, -1.89, -4.28)
H (4.42, -2.42, -3.94)
H (2.71, -0.17, -3.94)
H (2.87, -1.22, -2.54)
H (1.98, 0.97, -1.85)
H (3.31, 1.81, -2.60)
H (3.03, 2.79, -0.22)
H (4.49, 2.32, 0.68)

Values from the calculation:
E, a.u.: -1117.5429
E_HOMO, eV: -8.6
Energy relative to the best compared isomer or geometry (same formula, charge and spin), kcal per mole: 20.3
M, g mol⁻¹: 356.5
F_max, eV/Å: 0.6
LUMO energy, Ha: 0.0246

natural (NBO) atomic charge list, values in e, 8 entries:
1 C -0.619
2 C -0.042
3 C -0.421
4 C -0.013
5 C -0.212
6 C -0.226
7 C 0.053
8 C -0.030

=====

What is the E in the second record?
-1117.5429 a.u.

=====

Please write out number 2 again, unchanged.
The molecule C22H32N2O2. Source: OMol25; level of theory: ωB97M-V with the def2-TZVPD basis set.

Positions of all 58 atoms, in Å:
C (-1.32, -0.11, 3.29)
C (-0.88, 0.43, 1.94)
C (-1.47, -0.37, 0.77)
C (-2.96, -0.19, 0.63)
C (-3.47, 0.97, 0.06)
C (-4.84, 1.16, -0.05)
C (-5.71, 0.18, 0.39)
C (-5.21, -0.99, 0.96)
C (-3.84, -1.17, 1.09)
C (-6.33, -1.88, 1.43)
C (-7.60, -1.25, 0.82)
C (-7.22, 0.19, 0.41)
N (0.56, 0.44, 1.88)
C (1.28, 1.19, 1.01)
O (0.76, 1.93, 0.18)
C (2.80, 0.99, 1.09)
O (3.19, 0.90, 2.45)
C (3.26, -0.20, 0.24)
C (3.86, 0.78, -0.80)
C (5.34, 0.55, -1.11)
C (5.55, -0.64, -2.04)
C (4.75, -0.51, -3.33)
N (4.94, -1.61, -4.26)
C (3.27, -0.31, -3.01)
C (3.04, 0.88, -2.08)
C (3.59, 1.94, 0.19)
H (-2.41, -0.12, 3.36)
H (-0.97, -1.13, 3.44)
H (-0.95, 0.52, 4.10)
H (-1.23, 1.46, 1.85)
H (-1.00, -0.04, -0.16)
H (-1.22, -1.43, 0.88)
H (-2.79, 1.73, -0.30)
H (-5.22, 2.08, -0.50)
H (-3.45, -2.08, 1.55)
H (-6.20, -2.92, 1.11)
H (-6.39, -1.88, 2.52)
H (-7.89, -1.81, -0.07)
H (-8.44, -1.28, 1.50)
H (-7.59, 0.91, 1.15)
H (-7.66, 0.46, -0.55)
H (1.09, -0.07, 2.57)
H (3.19, 1.79, 2.82)
H (4.01, -0.81, 0.76)
H (2.47, -0.86, -0.13)
H (5.75, 1.46, -1.57)
H (5.89, 0.41, -0.18)
H (6.62, -0.74, -2.27)
H (5.25, -1.56, -1.52)
H (5.09, 0.41, -3.82)
H (5.91, -1.89, -4.28)
H (4.42, -2.42, -3.94)
H (2.71, -0.17, -3.94)
H (2.87, -1.22, -2.54)
H (1.98, 0.97, -1.85)
H (3.31, 1.81, -2.60)
H (3.03, 2.79, -0.22)
H (4.49, 2.32, 0.68)

Values from the calculation:
E, a.u.: -1117.5429
E_HOMO, eV: -8.6
Energy relative to the best compared isomer or geometry (same formula, charge and spin), kcal per mole: 20.3
M, g mol⁻¹: 356.5
F_max, eV/Å: 0.6
LUMO energy, Ha: 0.0246

natural (NBO) atomic charge list, values in e, 8 entries:
1 C -0.619
2 C -0.042
3 C -0.421
4 C -0.013
5 C -0.212
6 C -0.226
7 C 0.053
8 C -0.030